Record 1
A cluster of 2 separate species, CHClN2O in total, computed with ωB97M-V with the def2-TZVPD basis set.

ORCA input file:
```
! RIJCOSX wB97M-V def2-TZVPD def2/J DEFGRID3
* xyz 0 1
C 0.77609 1.00457 -0.00275
N 0.88134 -0.09684 0.41888
N -0.78258 -1.23514 -0.50540
O 0.51933 2.06532 -0.24709
Cl -2.18225 -0.67298 0.06558
H 0.78807 -1.06493 0.27078
*
```

Properties
energy relative to the best compared isomer or geometry (same formula, charge and spin) = 331.2 kJ/mol
E_HOMO (alpha / beta) = -0.3594 / -0.3610 Eh
E_LUMO (alpha / beta) = -1.36 / -1.40 eV
frontier orbital gap (alpha / beta) = 8.418 / 8.423 eV
F_max = 0.1154 hartree/bohr



Record 2
A structure of composition C9H23MnN6O3, computed with ωB97M-V with the def2-TZVPD basis set.

ORCA input file:
```
! RIJCOSX wB97M-V def2-TZVPD def2/J DEFGRID3
* xyz 3 4
Mn 1.70195 -1.92086 1.16382
N 0.27843 -0.60518 0.37424
C 0.42229 -0.56144 -1.13198
C -0.83494 -0.18565 -1.90279
C -1.22187 1.30353 -1.98135
C -1.73740 1.61903 -3.39148
N -2.19720 2.99925 -3.55091
C -3.42042 3.41753 -3.89692
N -4.45206 2.58224 -3.97697
N -3.61467 4.70838 -4.14566
C 0.92064 -1.93699 -1.51848
O 0.78588 -2.50064 -2.53605
O 1.63770 -2.49534 -0.46584
H -0.62664 -1.02234 0.60649
H 0.27821 0.32682 0.78566
H 1.24362 0.12583 -1.35001
H -1.67057 -0.78169 -1.52248
H -0.64460 -0.57205 -2.90925
H -0.35949 1.94340 -1.76718
H -1.99529 1.55395 -1.25374
H -2.54084 0.93289 -3.65103
H -0.94694 1.44156 -4.12073
H -1.48239 3.71085 -3.53526
H -4.36153 1.59716 -3.81098
H -5.35339 2.90660 -4.29004
H -2.85328 5.36704 -4.16616
H -4.52577 5.06349 -4.38872
C 3.20177 -0.55386 1.16025
H 3.97759 -1.27045 0.87506
H 3.33281 -0.14407 2.15582
H 3.01051 0.19622 0.39874
C 2.18000 -1.82687 6.49730
N 1.98975 -1.63883 5.04808
C 2.09956 -2.60723 4.17348
N 2.41569 -3.83668 4.52418
O 1.89411 -2.38483 2.89290
H 2.01298 -0.87438 6.98714
H 3.19909 -2.14830 6.70735
H 1.46216 -2.54774 6.88721
H 1.69437 -0.73645 4.70920
H 2.58547 -4.08344 5.48760
H 2.51471 -4.56046 3.82950
*
```

Properties
energy relative to the best compared isomer or geometry (same formula, charge and spin) = 39.8 kJ/mol
E_HOMO (alpha / beta) = -0.6854 / -0.6854 Eh
E_LUMO (alpha / beta) = -12.19 / -10.36 eV
frontier orbital gap (alpha / beta) = 6.462 / 8.287 eV
F_max = 0.0244 hartree/bohr



Record 3
The molecule C4H5NO2S, computed with ωB97M-V with the def2-TZVPD basis set.

ORCA input file:
```
! RIJCOSX wB97M-V def2-TZVPD def2/J DEFGRID3
* xyz 0 1
C -2.17656 -0.66096 -0.12319
C -0.23404 1.45534 -0.19379
C 0.96239 0.64936 0.20286
C 1.27802 -0.66837 -0.37731
H -3.16196 -0.97093 0.26822
H 1.82698 1.26980 0.44078
H 0.65194 -1.03006 -1.18764
H 2.34262 -0.88497 -0.46538
H 1.33059 -0.77858 1.65588
N 0.67263 -0.56037 0.91991
O -1.49683 -1.29274 -0.87278
O -0.13870 2.47928 -0.79809
S -1.85709 0.99320 0.53054
*
```

Properties
energy relative to the best compared isomer or geometry (same formula, charge and spin) = 253.4 kJ/mol
E_HOMO = -0.3584 Eh
SMILES = O=CSC(=O)[C@@H]1CN1
E_LUMO = 0.33 eV
frontier orbital gap = 10.085 eV
F_max = 0.0254 hartree/bohr



Record 4
A structure of composition C18H27N7ReS, computed with ωB97M-V with the def2-TZVPD basis set.

ORCA input file:
```
! RIJCOSX wB97M-V def2-TZVPD def2/J DEFGRID3
* xyz 2 2
Re -0.50793 -0.56353 0.46908
C 1.13857 -4.60557 0.50034
C 0.90268 -3.14029 0.43515
N -0.14070 -2.56155 0.94451
N -0.99382 -3.35060 1.67828
C -1.91564 -2.64185 2.26066
N -2.82139 -3.23838 3.03575
S -2.00526 -0.86820 2.14620
C 1.84988 -2.19240 -0.16717
C 3.09774 -2.55771 -0.63063
C 4.00185 -1.57489 -1.00790
C 3.64372 -0.24146 -0.88913
C 2.37205 0.06325 -0.45448
N 1.46783 -0.88238 -0.13585
H 0.69369 -5.01311 1.40314
H 2.19490 -4.85697 0.46612
H 0.64512 -5.08542 -0.35117
H -2.78674 -4.23806 3.15877
H -3.52518 -2.71303 3.52380
H 3.37142 -3.60036 -0.68415
H 4.98416 -1.85122 -1.36854
H 4.33558 0.55245 -1.13238
H 2.02922 1.08070 -0.36170
C -1.69846 -2.49875 -1.50491
C -3.02500 -2.67069 -1.42854
C -3.67648 -1.36511 -1.27908
C -2.74543 -0.39871 -1.26278
C -1.38886 -1.04530 -1.35595
H -0.96080 -3.26193 -1.70288
H -3.54651 -3.61432 -1.50527
H -4.74515 -1.21408 -1.21964
H -2.92301 0.66585 -1.23413
H -0.68572 -0.62435 -2.08590
C 1.75286 3.56956 -1.05197
N 0.56437 2.72964 -0.90214
C 0.09028 2.10693 -2.13549
C -0.11050 2.62501 0.25927
N -0.77544 1.47953 0.56651
N -0.13371 3.65372 1.10283
C -0.06540 5.05073 0.64815
C -0.51805 3.46805 2.50528
H 2.51613 2.99147 -1.57752
H 2.14100 3.85516 -0.07771
H 1.54952 4.46418 -1.64082
H -0.00702 2.87516 -2.90329
H -0.88220 1.65342 -1.97684
H 0.79560 1.35453 -2.49885
H -1.53565 1.70638 1.19709
H -0.20282 5.10453 -0.42729
H 0.87912 5.51602 0.92615
H -0.87763 5.59859 1.12292
H -0.12377 2.52911 2.88632
H -1.60284 3.49488 2.63172
H -0.09015 4.28139 3.08604
*
```

Properties
energy relative to the best compared isomer or geometry (same formula, charge and spin) = 254.5 kJ/mol
E_HOMO (alpha / beta) = -0.5050 / -0.5182 Eh
E_LUMO (alpha / beta) = -7.57 / -7.70 eV
frontier orbital gap (alpha / beta) = 6.166 / 6.397 eV
F_max = 0.0167 hartree/bohr



Record 5
A structure of composition C14H15N3O3ReS, computed with ωB97M-V with the def2-TZVPD basis set.

ORCA input file:
```
! RIJCOSX wB97M-V def2-TZVPD def2/J DEFGRID3
* xyz 2 2
Re 0.28809 0.34895 -0.53833
O 0.72548 2.13998 0.37137
N 1.87294 2.30508 1.02510
C 2.11823 3.50188 1.58475
C 3.29892 3.74123 2.24367
C 4.25503 2.72815 2.33180
C 3.98583 1.50534 1.75563
C 2.76950 1.29460 1.10254
S 2.35906 -0.24836 0.41522
H 1.33685 4.23763 1.47690
H 3.46900 4.70547 2.69306
H 5.18803 2.89521 2.84641
H 4.69527 0.69347 1.80008
C -0.72930 -1.16629 -5.61413
O -0.05535 -1.31615 -4.36177
C -0.24308 -0.56851 -3.32723
O 0.44754 -0.78431 -2.31555
N -1.15573 0.44100 -3.32291
N -1.29635 1.20619 -2.14166
H -0.49811 -2.07901 -6.16283
H -0.33457 -0.30929 -6.16346
H -1.81001 -1.09207 -5.49252
H -1.76357 0.63840 -4.10848
H -2.25730 1.16382 -1.78093
H -1.07419 2.19305 -2.31692
C -0.77586 -0.68587 0.61614
C -1.44639 -1.50367 1.48159
C -2.08690 -0.99083 2.64700
C -2.76413 -1.83885 3.48767
C -2.83823 -3.20206 3.20022
C -2.20532 -3.72738 2.07311
C -1.51295 -2.90630 1.21811
H -2.02406 0.06886 2.84018
H -3.25252 -1.45454 4.37047
H -3.39678 -3.85589 3.85297
H -2.27039 -4.78625 1.87282
H -1.01868 -3.29269 0.33988
*
```

Properties
energy relative to the best compared isomer or geometry (same formula, charge and spin) = 30.7 kJ/mol
E_HOMO (alpha / beta) = -0.5273 / -0.5234 Eh
E_LUMO (alpha / beta) = -6.81 / -7.83 eV
frontier orbital gap (alpha / beta) = 7.541 / 6.410 eV
F_max = 0.1159 hartree/bohr



Record 6
A cluster of 2 separate species, C32H40N2O5 in total, computed with ωB97M-V with the def2-TZVPD basis set.

ORCA input file:
```
! RIJCOSX wB97M-V def2-TZVPD def2/J DEFGRID3
* xyz 0 1
C 1.81728 -0.48104 -3.39390
C 2.08735 -1.85611 -2.85360
O 2.38298 -1.70591 -1.44779
C 2.14250 -2.80809 -0.68104
C 2.93324 -2.71195 0.56670
C 3.58946 -3.96514 0.92808
O 3.19272 -5.06914 0.56985
C 4.84434 -3.85685 1.81834
C 4.80635 -2.66189 2.75229
C 4.60094 -1.35523 1.98076
C 3.42088 -1.39362 0.98373
O 1.33318 -3.66146 -1.00185
H 1.55239 -0.54739 -4.45188
H 0.98602 -0.02518 -2.84933
H 2.68761 0.17765 -3.28740
H 1.21750 -2.51390 -2.95734
H 2.96745 -2.30968 -3.32795
H 4.95334 -4.79186 2.37906
H 5.72194 -3.77160 1.16002
H 3.99199 -2.80026 3.47543
H 5.74572 -2.61006 3.31783
H 4.42821 -0.53148 2.68224
H 5.51824 -1.10799 1.42283
H 3.71558 -0.82030 0.09005
H 2.54031 -0.85131 1.37383
C -1.21242 -2.88640 7.17153
O -0.82868 -3.66409 6.01419
C -0.58990 -2.98415 4.86177
C 0.11505 -3.66291 3.83298
C 0.48282 -2.98759 2.69363
C 0.06797 -1.64758 2.47605
C 0.11041 -1.06374 1.16767
C -0.81960 -0.08138 0.81096
C -1.03282 0.38286 -0.48140
N -1.86096 1.40135 -0.79281
C -2.11438 1.80003 -2.18048
C -0.83234 2.13229 -2.92418
C -1.03408 2.64063 -4.33120
C -0.35524 3.79528 -4.73554
C -0.57415 4.32256 -6.00912
C -1.45449 3.67441 -6.88742
C -2.08729 2.48460 -6.50164
C -1.86970 1.95933 -5.22315
C -3.03031 3.01363 -2.02265
O -3.57120 3.65651 -2.91860
N -3.15411 3.24738 -0.68063
C -3.96974 4.32831 -0.18148
C -2.56464 2.23946 0.19286
C -3.68665 1.48126 0.92668
C -1.60645 2.91733 1.17989
C -0.52812 -0.95473 3.56726
C -0.95794 -1.62557 4.69226
H -1.06792 -3.57117 8.00459
H -0.57785 -1.99714 7.29432
H -2.26532 -2.58408 7.09667
H 0.35214 -4.71466 3.97315
H 1.06516 -3.48202 1.90967
H 0.70070 -1.52251 0.37998
H -1.46028 0.30869 1.60740
H -0.50378 -0.09184 -1.31133
H -2.66300 0.99989 -2.70903
H -0.28682 2.88935 -2.33619
H -0.21383 1.22494 -2.94483
H 0.32157 4.27869 -4.02578
H -0.06247 5.24076 -6.30588
H -1.64560 4.09720 -7.87512
H -2.76046 1.96432 -7.18684
H -2.35321 1.03139 -4.90426
H -4.26807 4.96874 -1.01494
H -4.86709 3.94853 0.32389
H -3.40204 4.92249 0.54180
H -4.55383 1.38185 0.25938
H -3.36061 0.48836 1.24513
H -3.99793 2.05696 1.80757
H -0.92237 3.57543 0.62770
H -2.18050 3.50175 1.90938
H -1.00707 2.18530 1.72085
H -0.68015 0.12349 3.49648
H -1.55789 -1.11401 5.44987
*
```

Properties
energy relative to the best compared isomer or geometry (same formula, charge and spin) = 20.5 kJ/mol
E_HOMO = -0.2112 Eh
E_LUMO = -1.86 eV
frontier orbital gap = 3.886 eV
F_max = 0.0497 hartree/bohr



What is the formula in the fourth record?
C18H27N7ReS



What is the energy relative to the best compared isomer or geometry (same formula, charge and spin) in the fourth record?
254.5 kJ/mol



Number 5 is which compound?
C14H15N3O3ReS